No. 1
Below is 4 unconnected molecules or ions with the total composition C19H40Br3NO5, with properties calculated with wB97M-V/def2-TZVPD.

Properties
* net charge: 0
* spin multiplicity: 1
* max |F|: 2.10 eV/Å
* energy: -8900.85008 Eh

Each line ends with the Löwdin charge.
Positions of all 68 atoms, in Å:
C1 8.6827 1.5629 -0.9339  -0.1725
C2 7.9284 2.8638 -0.6499  -0.7052
Br1 8.0367 3.5392 1.1771  0.7258
C3 7.2399 3.5496 -1.5532  -0.7342
Br2 7.1657 2.8292 -3.3337  0.8345
O1 6.6607 4.7411 -1.1450  -0.0343
C4 5.4981 5.0716 -1.8195  -0.5954
O2 5.4878 5.4752 -2.9290  0.0972
N1 4.2644 4.9907 -1.1245  0.0738
C5 3.9323 3.6039 -0.6750  -0.2260
C6 2.8232 2.9341 -1.5181  -0.6790
C7 2.7578 1.4257 -1.0760  -0.1466
Br3 3.2370 2.9385 -3.4602  0.6758
H1 8.0279 0.7824 -1.3559  0.0691
H2 9.0945 1.1772 0.0183  0.0578
H3 9.5620 1.7783 -1.5774  0.0847
H4 3.5478 5.2653 -1.7930  0.1091
H5 4.8589 3.0062 -0.5958  0.1172
H6 3.5389 3.6982 0.3639  0.1296
H7 1.8158 3.3556 -1.3658  0.0974
H8 1.9275 0.9138 -1.5949  0.0621
H9 3.7127 0.9520 -1.3726  0.0730
H10 2.6098 1.4358 0.0222  0.0861
C8 -2.2869 1.5711 -3.4614  -0.0783
C9 -1.1591 0.6889 -2.9539  -0.2815
O3 -1.0907 0.6129 -1.5399  -0.1706
C10 -2.2220 0.0580 -0.8887  -0.2793
C11 -2.4980 -1.3851 -1.2756  -0.0694
H11 -2.2546 2.5508 -2.9804  0.0822
H12 -2.2112 1.7034 -4.5415  0.0770
H13 -3.2641 1.1337 -3.2459  0.0661
H14 -0.2075 1.1132 -3.2805  0.1077
H15 -1.2177 -0.3147 -3.3890  0.1096
H16 -3.1046 0.6866 -1.0528  0.1035
H17 -2.0068 0.0979 0.1809  0.1178
H18 -2.8223 -1.4662 -2.3156  0.0698
H19 -3.2853 -1.8048 -0.6480  0.0654
H20 -1.5988 -1.9938 -1.1652  0.0788
C12 -2.4215 -6.2310 1.7856  -0.0806
C13 -1.5708 -5.9174 0.5664  -0.2811
O4 -1.1676 -4.5613 0.4900  -0.1715
C14 -0.3553 -4.0880 1.5503  -0.2821
C15 0.9751 -4.8124 1.6664  -0.0805
H21 -3.2560 -5.5311 1.8621  0.0798
H22 -2.8148 -7.2467 1.7252  0.0762
H23 -1.8426 -6.1514 2.7082  0.0661
H24 -2.1599 -6.1078 -0.3324  0.1177
H25 -0.6996 -6.5796 0.5135  0.1075
H26 -0.9036 -4.1206 2.4983  0.1076
H27 -0.1647 -3.0344 1.3368  0.1155
H28 0.8424 -5.8490 1.9829  0.0660
H29 1.6141 -4.3198 2.4007  0.0766
H30 1.4902 -4.8271 0.7041  0.0829
C16 -5.6198 -0.6785 1.2501  -0.0735
C17 -4.8317 -0.6785 2.5486  -0.2761
O5 -4.0158 0.4680 2.7165  -0.1662
C18 -4.6917 1.7120 2.7747  -0.2822
C19 -5.6542 1.8264 3.9448  -0.0813
H31 -4.9598 -0.4932 0.4006  0.0586
H32 -6.1221 -1.6363 1.1068  0.0800
H33 -6.3828 0.1030 1.2468  0.0690
H34 -4.1536 -1.5343 2.5498  0.1155
H35 -5.4950 -0.8068 3.4111  0.1073
H36 -5.2012 1.9169 1.8267  0.1075
H37 -3.9155 2.4718 2.8814  0.1181
H38 -6.5085 1.1562 3.8299  0.0658
H39 -6.0386 2.8444 4.0235  0.0764
H40 -5.1558 1.5644 4.8799  0.0824

***

No. 2
Below is a molecular structure, C19H40CrNOP3, with properties calculated with wB97M-V/def2-TZVPD.

Properties
* net charge: +3
* energy relative to the best compared isomer or geometry (same formula, charge and spin): 85.6 kcal per mole
* spin multiplicity: 4
* max |F|: 4.31 eV/Å

Each line ends with the Mulliken spin population.
Positions of all 65 atoms, in Å:
Cr1 -0.4902 1.0748 -0.7568  2.9135
P1 -0.5723 3.2723 -0.5570  -0.1908
P2 0.5896 -1.3805 3.5961  -0.0075
P3 -0.2418 0.5822 -3.1231  -0.1051
H1 -0.0233 -0.1242 0.3885  -0.0555
C1 -1.1230 -0.4787 0.2546  0.1130
C2 -1.9985 0.0880 1.3250  0.2291
H2 -1.5590 0.5226 2.2471  0.0105
C3 -2.2569 3.9554 -0.3925  0.0056
C4 0.2816 3.7395 0.9867  0.0587
C5 0.2376 4.2985 -1.8337  0.0381
C6 0.4259 -1.7020 5.3985  -0.0003
C7 2.1269 -2.3056 3.1576  0.0018
C8 1.0410 0.3997 3.4269  -0.0008
C9 0.2660 -1.1412 -3.4931  0.0179
C10 1.1984 1.5038 -3.7914  0.0219
C11 -1.5749 0.9160 -4.3400  -0.0097
H3 -1.7473 0.0118 -0.7631  -0.1603
H4 -2.8668 -0.5713 1.4548  -0.0156
H5 -2.2663 5.0552 -0.4198  -0.0034
H6 -2.6877 3.6045 0.5575  -0.0002
H7 -2.8686 3.5678 -1.2180  0.0009
H8 0.4572 4.8233 1.0474  0.0017
H9 1.2474 3.2210 1.0357  -0.0086
H10 -0.3186 3.4217 1.8472  0.0076
H11 -0.2797 4.1808 -2.7931  -0.0008
H12 1.2744 3.9638 -1.9657  -0.0002
H13 0.2442 5.3650 -1.5605  -0.0009
H14 1.3512 -2.0572 5.8675  0.0000
H15 -0.3315 -2.4940 5.4952  -0.0001
H16 0.0226 -0.8287 5.9248  0.0000
H17 2.8657 -1.7021 2.6034  -0.0008
H18 1.8117 -3.1198 2.4845  -0.0003
H19 2.5876 -2.7747 4.0407  0.0000
H20 0.1207 0.9866 3.5154  0.0014
H21 1.4115 0.6129 2.4156  0.0147
H22 1.7681 0.7492 4.1673  0.0002
H23 0.8492 -1.2091 -4.4245  -0.0015
H24 -0.6101 -1.7954 -3.5729  0.0002
H25 0.8908 -1.5066 -2.6700  -0.0054
H26 1.5915 1.0156 -4.6945  0.0000
H27 1.9844 1.5178 -3.0276  -0.0029
H28 0.9262 2.5378 -4.0307  0.0014
H29 -1.3659 0.4964 -5.3366  -0.0027
H30 -1.7182 2.0013 -4.4331  0.0001
H31 -2.5049 0.4741 -3.9593  -0.0001
C12 -1.2857 -3.0387 1.0195  -0.0050
C13 -1.0433 -2.0105 -0.0387  0.1363
C14 -1.9237 -2.4118 -1.1613  0.0375
C15 -1.8812 -3.7495 -1.5135  0.0029
C16 -1.3615 -4.7268 -0.6441  -0.0001
C17 -1.1676 -4.3798 0.6994  0.0013
O1 -1.7717 -2.7330 2.2807  0.0023
H32 -0.9298 -2.6645 2.7802  0.0007
H33 0.0104 -2.2314 -0.3323  0.0020
H34 -2.4044 -1.6031 -1.7162  -0.0159
H35 -2.2314 -4.0054 -2.5079  0.0000
H36 -1.2066 -5.7557 -0.9778  -0.0001
H37 -1.0855 -5.1349 1.5051  -0.0001
C18 3.7730 0.1284 0.2844  0.0057
C19 2.5072 0.5129 -0.2568  0.1367
N1 1.5426 0.9243 -0.7652  -0.1775
H38 4.3020 1.0369 0.6123  0.0038
H39 4.3593 -0.3790 -0.4806  0.0023
H40 3.6322 -0.5467 1.1316  0.0019

***

No. 3
Below is a molecular structure, C19H40EuP2, with properties calculated with wB97M-V/def2-TZVPD.

Properties
* net charge: 0
* energy relative to the best compared isomer or geometry (same formula, charge and spin): 117.4 kcal per mole
* spin multiplicity: 8
* max |F|: 3.21 eV/Å

Each line ends with the Mulliken spin population.
Positions of all 62 atoms, in Å:
P1 1.9929 -3.1399 -4.0960  -0.0029
P2 2.2911 -4.4682 -0.3144  -0.0174
C1 2.8301 -4.4052 -3.1124  0.0010
C2 1.9978 -5.0969 -2.0117  -0.0033
H1 3.7408 -3.9284 -2.7042  0.0003
H2 3.1977 -5.1402 -3.8501  -0.0001
H3 0.9180 -5.0816 -2.2521  0.0005
H4 2.3196 -6.1552 -1.9974  0.0004
C3 3.7911 -5.3781 0.1977  0.0001
H5 3.9674 -5.2126 1.2724  0.0002
H6 4.6665 -5.0219 -0.3657  -0.0002
H7 3.6642 -6.4548 -0.0025  -0.0001
C4 0.9282 -4.9246 0.7468  0.0175
H8 1.1191 -5.9456 1.1148  -0.0005
H9 -0.0354 -4.9464 0.2116  0.0026
H10 0.8519 -4.2648 1.6223  -0.0040
C5 3.1847 -2.6585 -5.3721  0.0000
H11 2.8719 -1.7165 -5.8530  -0.0002
H12 3.2238 -3.4622 -6.1247  0.0000
H13 4.1827 -2.5225 -4.9207  0.0002
C6 0.5640 -3.8867 -4.8845  -0.0003
H14 0.0758 -4.6141 -4.2235  0.0001
H15 0.8970 -4.4186 -5.7885  0.0000
H16 -0.1730 -3.1292 -5.1840  0.0004
Eu1 -1.4105 -1.9748 0.0948  7.1004
C7 3.0006 -2.6768 -0.2755  -0.0030
C8 4.1740 -2.6042 -1.1342  0.0015
C9 4.6004 -1.4378 -1.9154  0.0012
C10 3.6263 -0.2269 -2.1509  -0.0007
C11 2.6232 -0.5339 -3.1513  -0.0003
C12 1.6786 -1.6360 -3.1449  -0.0007
C13 0.9556 -2.0238 -1.7666  0.0087
C14 1.7659 -1.7389 -0.5035  -0.0046
C15 -1.7488 0.2111 -1.1069  -0.0370
H17 3.2621 -2.6115 0.8044  -0.0001
H18 4.9764 -3.3596 -0.9230  -0.0005
H19 4.9089 -1.8335 -2.9065  -0.0003
H20 5.5646 -1.0371 -1.5152  -0.0001
H21 3.2406 0.1282 -1.1860  0.0002
H22 4.2483 0.5957 -2.5412  0.0000
H23 2.4787 0.1507 -3.9961  -0.0001
H24 0.8396 -1.2278 -3.7522  -0.0003
H25 0.6264 -3.0911 -1.7918  0.0038
H26 0.0255 -1.3940 -1.7692  -0.0182
H27 2.0157 -0.6711 -0.4476  0.0054
H28 1.1564 -1.8806 0.4127  -0.0079
H29 -2.7984 0.5564 -1.1052  -0.0003
H30 -1.5205 -0.2139 -2.1150  0.0062
H31 -1.0676 1.0687 -0.9057  -0.0007
C16 -2.6000 0.2459 2.5613  -0.0012
C17 -1.1720 0.4785 2.0759  0.0086
C18 -0.5386 1.6373 2.8563  0.0002
C19 -0.3538 -0.7811 2.0856  -0.0431
H32 -2.6286 0.0128 3.6325  0.0009
H33 -3.0820 -0.5694 2.0045  0.0019
H34 -3.2076 1.1482 2.3906  0.0000
H35 -1.2468 0.7711 1.0139  -0.0116
H36 -0.5411 1.3888 3.9279  -0.0008
H37 0.4862 1.8036 2.5320  0.0003
H38 -1.1002 2.5703 2.7293  -0.0001
H39 0.7050 -0.5970 1.9124  0.0039
H40 -0.5407 -1.5132 2.8773  -0.0058